Computed, not measured: C38H38AgN5Se as an isolated structure, with wB97M-V/def2-TZVPD.

XYZ file:
```
83
Properties=species:S:1:pos:R:3:forces:R:3:mulliken_charge:R:1
C 4.4546 -1.1540 0.7983 0.019 -0.031 0.150 -0.9259
H -2.2334 -0.9675 -3.1541 0.005 -0.023 0.034 0.4522
C -1.1842 2.0616 3.0899 -0.008 -0.018 0.112 -0.8579
C 3.2084 -1.0343 0.1915 -0.034 0.008 0.018 0.5181
H 2.8510 -1.5683 2.8980 -0.039 0.022 -0.029 0.4057
H -4.9478 -1.6925 0.0772 0.009 -0.014 0.007 0.4563
H 4.5428 -1.3625 1.8554 0.006 0.006 -0.050 0.3681
H -1.1447 5.7107 -3.5489 -0.029 -0.085 -0.006 0.3783
C 0.8392 -8.9115 -1.7115 0.002 0.033 0.007 -0.4293
C 5.6003 -1.0143 0.0348 -0.006 0.012 0.036 -0.5047
C -2.4513 -1.1062 -2.1000 0.082 0.015 -0.118 -0.7943
H -1.8082 2.0037 -2.4791 0.093 -0.022 -0.013 0.7676
H -1.4057 -1.5009 2.7879 0.032 0.003 -0.023 0.4158
C 1.9331 -1.1929 0.9761 0.139 0.132 -0.074 0.6351
C -2.4486 2.2028 -1.6235 -0.064 0.201 0.097 -1.4458
H -3.1592 1.3813 -1.5310 0.022 -0.047 0.001 -0.0280
N -1.6050 2.1916 -0.4362 0.014 0.056 -0.038 1.6291
C 0.8956 -6.1218 -2.0697 0.009 0.097 0.005 0.5884
N 3.0966 -0.7738 -1.1126 0.003 0.017 0.181 0.3576
H 2.0716 1.5867 0.7906 0.014 -0.128 -0.086 -0.3522
C -1.0192 2.1634 1.7178 0.292 0.057 -0.090 0.5714
C -0.2371 2.2233 -0.4079 -0.372 -0.383 0.424 -0.8160
H 1.0549 5.4312 4.1155 0.026 -0.072 -0.015 0.3975
H 0.3423 4.8013 1.7749 0.032 0.020 0.012 0.0841
C 5.4755 -0.7494 -1.3160 0.078 0.013 -0.021 -0.6462
C 1.4913 4.5763 3.5937 0.008 0.014 -0.060 -1.1070
N -1.4117 -1.0172 -1.2792 -0.017 0.038 0.145 0.4913
H 1.4914 1.9349 2.4228 -0.034 -0.058 0.006 0.7763
C -3.2075 3.5222 -1.7680 0.051 -0.002 -0.005 -0.7499
H 2.5366 4.4880 3.9084 -0.093 0.008 -0.019 0.3266
H 6.5760 -1.1112 0.4920 -0.001 -0.011 0.011 0.4383
H 0.6688 -6.5607 -4.1536 0.002 -0.005 0.009 0.4156
H -2.6459 1.8692 4.6410 0.010 0.001 -0.049 0.4252
H 1.0684 -8.4823 0.3802 -0.007 0.029 -0.054 0.3590
H 3.1531 3.5981 1.5995 -0.016 0.013 -0.011 0.5265
H 2.1220 3.9442 0.2198 0.029 -0.009 -0.043 0.2757
H 1.1166 -6.0308 0.0598 0.001 -0.005 -0.013 0.4323
C 4.1992 -0.6366 -1.8393 -0.096 0.037 -0.086 -0.5175
C -0.4547 -1.4220 2.2809 -0.163 0.001 0.023 -0.7449
C -2.3312 4.7494 -2.0083 0.018 -0.038 -0.099 -0.1990
C -2.8731 -1.4272 0.5468 -0.005 -0.015 0.161 -0.5605
Se 0.9127 2.0529 -1.8083 0.000 0.215 -0.208 -0.1302
C 1.3942 4.7562 2.0779 0.034 -0.029 0.120 -0.2079
C 0.7276 -8.3632 -2.9832 0.002 0.069 -0.010 -0.4323
H 0.6882 -1.7129 4.0686 0.002 -0.016 -0.018 0.4202
C 0.7553 -6.9870 -3.1626 0.002 -0.056 0.066 -0.3989
H 6.3435 -0.6358 -1.9523 -0.051 0.003 0.009 0.3972
C 0.9468 -3.4874 -2.4431 -0.014 -0.496 -0.079 -0.7495
H -0.9295 3.9635 -3.4817 -0.031 0.016 0.003 0.2048
H -4.5781 1.8386 3.1139 0.055 0.005 -0.028 0.4179
H 0.8181 -9.9858 -1.5728 0.001 0.033 -0.013 0.3650
C -3.5780 1.9302 2.7071 0.010 -0.004 -0.026 -1.0290
H -2.9610 5.6367 -1.9079 0.022 0.010 0.046 0.4083
C -1.6012 -1.2013 0.0282 0.033 0.018 0.058 0.2961
C -0.3771 -1.2153 0.9069 -0.152 0.062 -0.058 0.4121
C 0.9247 -4.6943 -2.2511 -0.009 -0.070 -0.111 -0.1890
H -3.9072 3.4094 -2.6022 -0.014 -0.009 0.027 0.5505
C -2.4830 1.9475 3.5730 0.075 0.006 -0.043 -1.0362
C -3.7433 -1.3591 -1.6708 -0.066 -0.020 -0.052 -0.4728
H -4.5550 -1.4376 -2.3832 0.056 0.015 0.024 0.4354
N 0.1152 2.2463 0.9140 0.046 -0.074 0.067 1.3671
H -1.5705 4.8154 -1.2226 -0.007 0.014 -0.035 0.0220
C 1.0072 -6.6891 -0.7930 -0.011 -0.062 -0.055 -0.4512
H 0.6191 -9.0128 -3.8447 0.003 0.029 0.032 0.3569
Ag 0.9194 -1.4608 -2.0486 0.041 0.125 -0.253 0.0581
H 4.0490 -0.4283 -2.8928 -0.010 -0.023 0.023 0.4155
H 1.8336 5.7188 1.8078 -0.043 0.025 -0.005 0.4476
C 0.7189 -1.5401 3.0003 -0.004 0.020 0.026 -1.2859
H 0.9599 3.6836 3.9344 0.103 0.112 -0.017 0.1708
H -3.0262 -1.5528 1.6095 -0.005 0.002 -0.043 0.4151
H -3.8095 3.6773 -0.8679 -0.016 0.016 -0.049 0.2993
C 2.1096 3.6733 1.2758 -0.037 0.031 0.055 -0.8512
C 1.9312 -1.4463 2.3438 0.138 0.021 0.081 -0.7990
H -4.2549 1.9889 0.6582 0.066 -0.001 0.056 0.5271
H -0.3381 2.0543 3.7658 -0.086 -0.017 -0.052 0.4988
N 0.7959 -1.0708 0.3008 -0.027 -0.046 0.112 1.0105
C 0.9790 -8.0661 -0.6178 0.006 0.075 -0.003 -0.4200
C 1.4938 2.2845 1.3903 -0.078 0.128 0.021 -0.9952
C -3.4066 2.0231 1.3319 -0.140 -0.020 0.005 -0.8832
C -2.1103 2.1401 0.8576 0.032 -0.013 -0.273 0.5731
C -3.9550 -1.5076 -0.3124 0.000 0.014 0.049 -0.6844
H -2.4134 4.6480 -4.1768 0.080 0.025 0.079 0.3216
C -1.6655 4.7641 -3.3837 -0.015 0.000 0.034 -1.1883
```
Forces are in eV/Å.

Computed properties:
- molecular weight (u) = 751.6
- HOMO-LUMO gap (eV) = 6.65
- electronic energy (eV) = -116818.4452
- spin multiplicity = 1
- ΔE to the lowest compared entry with this formula, charge and spin (kcal per mole) = 0.0

Computed, not measured: a 2-piece molecular cluster, C5H9BrN3 overall in a non-equilibrium geometry, with wB97M-V/def2-TZVPD.

XYZ file:
```
18
Properties=species:S:1:pos:R:3:forces:R:3:nbo_charge:R:1
C -0.0615 0.3092 -0.5649 -1.910 0.973 -2.903 0.2655
H 2.9792 1.0580 -0.5360 0.581 -0.274 0.128 0.2219
Br -1.0524 1.7687 2.2668 2.107 -0.508 -2.683 -0.1974
H -1.8497 1.9477 3.3027 -2.117 0.474 2.654 0.2051
H -1.1552 2.0936 -1.3202 -0.100 -0.547 1.325 0.4769
N -1.2741 1.0707 -1.1876 -1.519 -2.906 -0.063 -0.7474
N -1.3901 -1.7143 -0.2907 -2.286 0.359 0.051 -0.7649
C 0.9794 -1.5625 0.1989 -0.702 -1.166 0.303 -0.1835
H -1.6663 -2.4237 0.3739 1.100 -0.439 0.209 0.4173
H 3.0500 -1.2191 0.6824 -0.482 -0.052 -0.760 0.2555
H -2.2197 -1.1313 -0.2673 -0.069 -0.064 -0.502 0.3531
H 0.8949 -2.5934 0.5190 0.460 -0.034 0.234 0.2388
C 2.1430 -0.8621 0.1673 1.119 0.612 0.722 -0.1944
H -1.5483 0.7773 -2.1983 0.713 -0.098 2.073 0.4504
H -1.9962 0.6237 -0.4861 0.638 2.649 -1.891 0.4511
N 1.0291 0.9513 -0.8111 -0.783 1.277 0.017 -0.4058
C -0.2345 -1.0041 -0.2063 1.312 0.318 0.465 0.1171
C 2.1229 0.4225 -0.3994 1.939 -0.573 0.622 0.0407
```
Forces are in eV/Å.

Computed properties:
- molecular weight (u) = 191.1
- HOMO-LUMO gap (eV) = 9.53
- electronic energy (eV) = -79836.1265
- spin multiplicity = 1
- ΔE to the lowest compared entry with this formula, charge and spin (kcal per mole) = 12.3
- net charge = +1

Computed, not measured: C3H3N as an isolated structure in a non-equilibrium geometry, with wB97M-V/def2-TZVPD.

XYZ file:
```
7
Properties=species:S:1:pos:R:3:forces:R:3:nbo_charge:R:1
N 1.6375 -0.0516 0.0129 0.901 -0.316 -0.161 -0.3806
C -0.3966 0.1010 0.0031 -5.714 0.174 -1.537 -0.2236
C 0.5129 0.7880 0.6675 -0.341 -0.391 -0.200 -0.0688
C 0.7351 -0.6816 -0.6271 0.243 0.343 0.356 0.0756
H -1.8532 0.1080 -0.3603 4.756 0.179 1.560 0.1865
H 0.8202 -1.4681 -1.3556 0.199 -0.220 -0.156 0.1939
H 0.6222 1.5887 1.3677 -0.043 0.232 0.139 0.2170
```
Forces are in eV/Å.

Computed properties:
- molecular weight (u) = 53.1
- HOMO-LUMO gap (eV) = 8.87
- electronic energy (eV) = -4644.0267
- spin multiplicity = 1
- ΔE to the lowest compared entry with this formula, charge and spin (kcal per mole) = 103.7

> spin multiplicity of number 2 (C5H9BrN3)?

1

> Which of these has the lowest molecular weight?

C3H3N

> Which of these has the lowest HOMO-LUMO gap?

C38H38AgN5Se